1.
Formula: C18H34ClNO6S
Source: the Open Molecules 2025 dataset
Level of theory: wB97M-V/def2-TZVPD

Geometry as XYZ:
```
61
Properties=species:S:1:pos:R:3:nbo_charge:R:1
C -1.74617 -0.25688 -0.36176 -0.41
C -1.14773 0.14598 0.78511 -0.25
C 0.03897 1.08388 0.84211 0.38
C 0.16397 1.94425 -0.43809 -0.45
C 0.67947 3.35930 -0.21387 0.11
C 0.68359 4.06884 -1.59534 -0.63
O 2.01477 3.26977 0.25065 -0.71
N 1.24119 0.30882 1.04260 -0.60
C 1.49870 -0.72704 0.02028 -0.24
C 2.94702 -0.56426 -0.51125 -0.40
C 2.94948 -0.89575 -2.01826 -0.61
O -0.00536 1.96472 1.99714 -0.55
C -1.22887 2.22267 2.54965 0.82
O -1.58447 1.60987 3.54818 -0.55
C -2.12647 3.31722 2.00530 -0.52
C -3.10943 2.88365 0.92561 -0.38
C -4.21197 1.94464 1.43520 -0.42
C -5.32791 1.87832 0.36584 -0.66
S -5.71332 0.21417 -0.17759 2.11
O -5.13026 -0.76836 0.67287 -0.89
O -7.13240 0.14737 -0.33920 -0.91
Cl -4.93223 0.08327 -2.07706 -0.23
H -2.21763 0.39320 -1.09106 0.19
H -1.82804 -1.32041 -0.56650 0.21
H -1.51545 -0.27514 1.71898 0.23
H 0.86232 1.50178 -1.14670 0.23
H -0.79214 2.03727 -0.94631 0.21
H 0.02940 3.94904 0.42436 0.16
H 1.65344 3.94660 -2.06578 0.22
H -0.11905 3.70902 -2.23228 0.20
H 0.52360 5.13561 -1.43167 0.20
H 2.27063 4.13270 0.58266 0.47
H 1.12763 -0.13168 1.94943 0.37
H 1.45901 -1.70738 0.48552 0.21
H 0.85193 -0.63814 -0.84437 0.20
H 3.21332 0.48476 -0.41882 0.22
H 3.64036 -1.22389 0.00305 0.19
H 2.30179 -0.17868 -2.52095 0.19
H 3.94922 -0.88451 -2.44029 0.21
H 2.47133 -1.86705 -2.11718 0.21
H -1.56534 4.18964 1.67976 0.23
H -2.71814 3.65581 2.85187 0.24
H -3.60165 3.79136 0.57180 0.20
H -2.64493 2.43598 0.04790 0.21
H -4.64737 2.38519 2.32670 0.22
H -3.80885 0.95393 1.61106 0.25
H -5.01494 2.44191 -0.50892 0.25
H -6.24006 2.33402 0.73197 0.27
C 4.40646 -5.18737 -0.57642 -0.43
C 3.33168 -6.09851 0.00940 -0.43
C 2.21415 -5.10793 0.30829 -0.07
O 2.32254 -4.06659 -0.66766 -0.55
C 3.56861 -4.18777 -1.35948 -0.07
H 5.13532 -5.70680 -1.19639 0.22
H 4.94346 -4.67944 0.22816 0.20
H 3.00349 -6.81892 -0.74323 0.20
H 3.65442 -6.65094 0.89045 0.22
H 2.33389 -4.66197 1.30192 0.16
H 1.22241 -5.55696 0.24816 0.19
H 3.36247 -4.55180 -2.37216 0.17
H 4.04010 -3.21037 -1.43334 0.19
```

Maximum force: 2.15 eV/A
SMILES: C=C[C@](C[C@H](C)O)(NCCC)OC(=O)CCCCS(=O)(=O)Cl.C1CCOC1
Highest occupied orbital energy: -8.670 eV
Net charge: 0
Energy above the lowest of the compared OMol25 structures with the same formula, charge and spin: 11.3 kcal/mol

2.
Formula: C18H34IrN2
Source: the Open Molecules 2025 dataset
Level of theory: wB97M-V/def2-TZVPD

Geometry as XYZ:
```
55
Properties=species:S:1:pos:R:3:mulliken_spin:R:1
Ir 0.44696 0.05292 -0.16934 -0.03
C -2.52837 2.53484 0.39853 0.01
C -1.85081 1.25002 0.69498 0.16
C -2.33828 0.00680 0.15346 0.06
C -3.36405 0.02681 -0.90258 -0.03
C -1.87167 -1.25874 0.69108 0.11
C -2.53190 -2.52959 0.32674 0.01
C -0.85874 -1.27339 1.69400 0.02
C -0.43068 -2.55928 2.30179 0.00
C -0.40760 -0.03072 2.26676 0.19
C 0.25681 -0.03666 3.58574 0.02
C -0.77805 1.22953 1.63667 0.09
C -0.23497 2.50923 2.15955 0.00
H -1.96286 3.19191 -0.27537 0.01
H -2.63775 3.12232 1.31500 0.00
H -3.51747 2.40400 -0.03031 0.00
H -4.36528 0.01789 -0.42829 0.02
H -3.34989 -0.85315 -1.54349 0.01
H -3.34387 0.93197 -1.50740 0.01
H -1.89605 -3.16761 -0.30438 0.01
H -3.47722 -2.39565 -0.18876 0.00
H -2.71904 -3.13902 1.21676 0.00
H -1.17056 -2.86848 3.05704 0.01
H 0.52154 -2.49430 2.82333 0.00
H -0.39224 -3.37832 1.58402 0.00
H -0.22659 -0.76577 4.24590 0.02
H 0.24324 0.93454 4.07177 0.00
H 1.30544 -0.36819 3.54658 0.03
H -0.86447 2.85488 2.99614 0.01
H -0.25814 3.31241 1.42397 0.00
H 0.77407 2.41631 2.55825 0.00
C -0.38863 -0.66404 -3.21444 0.00
N 0.59354 0.12605 -2.47679 0.20
C 0.34880 1.58173 -2.53867 0.01
C 1.98037 -0.27024 -2.79966 0.00
C 2.98331 0.27594 -1.81532 0.01
N 2.65422 -0.09569 -0.42279 -0.04
C 3.39596 0.70665 0.55684 0.00
C 2.74717 -1.54960 -0.16046 0.00
H -0.26515 -0.50565 -4.29655 0.02
H -1.40486 -0.36093 -2.96721 0.00
H -0.25364 -1.73143 -3.04110 0.00
H 0.73149 2.00234 -3.47865 0.02
H 0.87294 2.11822 -1.73652 0.02
H -0.71831 1.79223 -2.50868 0.00
H 2.24601 0.10929 -3.79550 0.02
H 2.03334 -1.35677 -2.87189 0.00
H 3.07646 1.35983 -1.88847 0.00
H 3.96799 -0.13024 -2.07743 0.00
H 4.47408 0.51584 0.46331 0.00
H 3.11795 0.43537 1.57460 0.01
H 3.25120 1.77371 0.39246 0.00
H 3.73277 -1.93385 -0.45508 0.00
H 2.01434 -2.11874 -0.74293 0.00
H 2.63717 -1.75751 0.90277 0.00
```

Expectation value of S²: 0.85
Maximum force: 2.57 eV/A
Spin multiplicity: 2
Highest occupied orbital energy (alpha / beta): -23.598 / -23.330 eV
Net charge: +4
Energy above the lowest of the compared OMol25 structures with the same formula, charge and spin: 0.0 kcal/mol

3.
Formula: C18H34KN6O
Source: the Open Molecules 2025 dataset
Level of theory: wB97M-V/def2-TZVPD

Geometry as XYZ:
```
60
Properties=species:S:1:pos:R:3:nbo_charge:R:1
K -1.39620 0.32228 -1.13492 0.96
C -1.91365 -4.27992 0.66782 -0.41
N -1.83451 -2.90778 1.13987 -0.43
C -3.02630 -2.12389 0.91472 -0.40
C -0.63152 -2.26294 1.29751 0.65
N -0.53746 -1.00348 0.98573 -0.70
C 0.46383 -0.24321 1.63614 0.19
C 0.52884 -0.23564 3.03012 -0.25
C 1.52155 0.44605 3.71064 -0.23
C 2.48510 1.13542 2.98614 -0.21
C 2.40912 1.16846 1.60464 -0.25
C 1.38302 0.52506 0.90226 0.07
N 1.32939 0.49528 -0.50731 -0.68
C 1.85166 1.47175 -1.20206 0.65
N 1.86239 2.80099 -0.85143 -0.46
C 3.02112 3.64721 -1.08829 -0.41
C 0.90338 3.34978 0.08363 -0.40
N 2.39726 1.18589 -2.42016 -0.43
C 2.31844 2.09051 -3.55408 -0.41
C 2.75146 -0.18354 -2.74226 -0.40
N 0.39659 -3.04252 1.75780 -0.46
C 0.22137 -3.98183 2.84995 -0.41
C 1.77449 -2.75240 1.40596 -0.41
H -2.31777 -4.30685 -0.34957 0.19
H -2.56623 -4.87520 1.30887 0.21
H -0.92700 -4.73145 0.65328 0.23
H -3.89333 -2.66898 1.28970 0.21
H -3.19680 -1.93246 -0.15540 0.16
H -2.95073 -1.17387 1.43877 0.23
H -0.21625 -0.79727 3.58284 0.21
H 1.55141 0.42637 4.79172 0.22
H 3.29518 1.64542 3.49036 0.22
H 3.18178 1.68736 1.04962 0.21
H 3.79966 3.08798 -1.59920 0.22
H 3.41955 3.99383 -0.13002 0.21
H 2.76452 4.52522 -1.68575 0.20
H 0.03868 2.69544 0.17153 0.20
H 0.57418 4.32571 -0.27935 0.21
H 1.32485 3.47156 1.08512 0.21
H 1.77121 2.98965 -3.28576 0.22
H 1.79400 1.59927 -4.37843 0.20
H 3.31084 2.37621 -3.90898 0.21
H 3.04053 -0.71113 -1.83869 0.23
H 3.58681 -0.17383 -3.44281 0.21
H 1.91846 -0.72387 -3.20414 0.18
H -0.82658 -4.05254 3.12815 0.22
H 0.78554 -3.64316 3.72472 0.20
H 0.58240 -4.97662 2.57707 0.20
H 1.80717 -2.18070 0.48060 0.22
H 2.29434 -3.70053 1.25334 0.20
H 2.29563 -2.18951 2.18592 0.20
C -5.66525 1.12901 -2.49213 -0.64
C -4.46626 2.03602 -2.32556 -0.06
O -3.67876 1.68488 -1.17395 -0.78
H -6.22266 1.40080 -3.38869 0.23
H -6.34356 1.21794 -1.64158 0.21
H -5.35730 0.08690 -2.58252 0.21
H -4.77092 3.08213 -2.25495 0.18
H -3.79010 1.95079 -3.17664 0.17
H -4.22660 1.80395 -0.38990 0.48
```

Maximum force: 0.13 eV/A
Highest occupied orbital energy: -9.949 eV
Net charge: +1
Energy above the lowest of the compared OMol25 structures with the same formula, charge and spin: 0.0 kcal/mol

4.
Formula: C18H34N3O2
Source: the Open Molecules 2025 dataset
Level of theory: wB97M-V/def2-TZVPD

Geometry as XYZ:
```
57
Properties=species:S:1:pos:R:3:nbo_charge:R:1
C 2.75134 -2.04859 -2.96578 -0.61
C 1.66154 -2.86108 -3.65485 -0.39
C 0.81262 -3.68290 -2.68332 -0.43
C -0.05234 -2.83205 -1.75253 -0.06
O 0.66413 -2.17177 -0.71618 -0.59
C 1.01627 -2.99274 0.38819 -0.07
C 1.90576 -2.18871 1.33569 -0.44
C 1.14916 -1.02384 1.96658 -0.22
N 0.65926 -0.09413 0.92963 -0.62
C 1.67597 0.83026 0.36044 -0.26
C 1.00948 1.85266 -0.48574 0.08
C 0.91035 1.91235 -1.85505 -0.26
C 0.16766 3.06234 -2.17297 -0.29
C -0.16632 3.66231 -0.98952 -0.06
N 0.34208 2.93094 0.03743 -0.34
C 0.12757 3.21746 1.42817 -0.21
C -1.26468 2.78380 1.92291 -0.22
N -1.54273 1.37128 1.63959 -0.47
C -2.39743 1.20620 0.45838 -0.27
C -2.45392 -0.28964 0.08392 -0.08
O -1.96969 -1.09209 1.14190 -0.54
C -2.58672 -0.73451 2.35820 -0.09
C -2.16287 0.68994 2.78192 -0.25
H 3.35157 -1.52416 -3.70494 0.22
H 3.40858 -2.70019 -2.39370 0.20
H 2.31525 -1.31536 -2.29200 0.19
H 1.01036 -2.19161 -4.22124 0.20
H 2.12640 -3.54640 -4.36542 0.21
H 1.46103 -4.33488 -2.09527 0.20
H 0.13860 -4.32134 -3.25628 0.23
H -0.84161 -3.44685 -1.30116 0.18
H -0.52040 -2.02785 -2.32761 0.19
H 1.55875 -3.88016 0.04667 0.20
H 0.10166 -3.32231 0.90232 0.18
H 2.77376 -1.82600 0.78459 0.22
H 2.26209 -2.85002 2.12454 0.24
H 1.78702 -0.48429 2.67038 0.22
H 0.27968 -1.41154 2.49972 0.22
H -0.19014 0.47975 1.26913 0.48
H 0.33132 -0.71537 0.15733 0.48
H 2.23143 1.28731 1.18418 0.22
H 2.37548 0.26240 -0.25349 0.24
H 1.34055 1.21885 -2.54928 0.23
H -0.08289 3.40887 -3.15431 0.24
H -0.71704 4.56356 -0.80737 0.22
H 0.89793 2.72408 2.02380 0.20
H 0.21856 4.29549 1.58871 0.23
H -1.29851 2.95314 3.00098 0.22
H -2.02835 3.41979 1.46286 0.20
H -1.98268 1.78120 -0.36943 0.23
H -3.40734 1.58612 0.66621 0.19
H -1.81802 -0.51044 -0.77465 0.19
H -3.48401 -0.57547 -0.16447 0.19
H -2.27328 -1.47408 3.09588 0.21
H -3.67690 -0.79492 2.25332 0.18
H -1.42700 0.65019 3.58887 0.20
H -3.04040 1.24119 3.14397 0.20
```

Maximum force: 0.72 eV/A
SMILES: CCCCOCCC[NH2+]Cc1cccn1CCN1CCOCC1
Highest occupied orbital energy: -11.426 eV
Net charge: +1
Energy above the lowest of the compared OMol25 structures with the same formula, charge and spin: 2.0 kcal/mol